# 1
DFT (wB97M-V/def2-TZVPD) results for 2 unconnected molecules or ions with the total composition C4H4N2 at a distorted geometry.

Calculated values
Orbital gap = 10.703 eV
Relative energy (zero: lowest compared OMol25 entry of this formula, charge and spin) = 344.3 kJ/mol
DFT total energy = -264.19528 Eh
Net charge = 0

Geometry as XYZ:
```
10
C4H4N2 wB97M-V/def2-TZVPD
N 0.08403 1.41243 -0.54693
N 1.96646 0.01311 0.79140
C -0.97483 -1.91427 -0.65482
C 1.92598 -0.47491 1.85866
C -0.90001 0.68618 -0.18903
C -0.91345 -0.72973 -0.44403
H -0.04706 2.38278 -0.26417
H -1.77205 1.07889 0.34111
H 1.64973 0.51028 -0.04230
H -1.01880 -2.96476 -0.84989
```

***

# 2
DFT (wB97M-V/def2-TZVPD) results for a molecular structure, C4H4N2 at a distorted geometry.

Calculated values
Orbital gap = 11.436 eV
Relative energy (zero: lowest compared OMol25 entry of this formula, charge and spin) = 221.6 kJ/mol
DFT total energy = -264.24202 Eh
Net charge = 0

Geometry as XYZ:
```
10
C4H4N2 wB97M-V/def2-TZVPD
N -0.07596 2.68809 1.14992
N 0.48098 -1.19875 -1.06485
C 0.02001 0.14316 0.55951
C 1.11188 -0.79495 -0.04173
C -0.64869 -0.35378 -0.82304
C -0.01571 1.56997 0.84326
H -0.35577 -0.46279 1.32929
H -1.60442 -0.77111 -0.70139
H -0.94283 0.34915 -1.55170
H 2.03051 -1.16899 0.30073
```

***

# 3
DFT (wB97M-V/def2-TZVPD) results for C4H4N2 in the gas phase at a distorted geometry.

Calculated values
Orbital gap = 10.525 eV
Relative energy (zero: lowest compared OMol25 entry of this formula, charge and spin) = 246.2 kJ/mol
DFT total energy = -264.23266 Eh
Net charge = 0

Geometry as XYZ:
```
10
C4H4N2 wB97M-V/def2-TZVPD
N 0.56258 -2.74797 0.88995
N 0.86078 1.30411 -1.04841
C -1.31469 0.15407 -0.24861
C -0.10467 0.57362 -0.37743
C -0.34540 -0.29130 0.83348
C 0.14682 -1.66700 0.87001
H -2.33556 0.08904 -0.59030
H -0.35450 0.17055 1.82234
H 1.33602 0.74813 -1.74950
H 1.54862 1.66674 -0.40153
```